DFT (ωB97M-V/def2-TZVPD) results for the molecule C6H9N3S2.

Structure (XYZ):
```
20
Properties=species:S:1:pos:R:3
N 2.033 0.438 1.002
C -0.334 -0.475 0.886
C 1.051 -0.502 0.808
S -1.005 -2.062 0.677
C -0.538 1.078 -1.706
C 0.627 -2.715 0.601
H -1.211 3.681 -0.660
H -2.577 3.161 -1.527
H 1.901 -4.082 0.322
H 1.618 1.377 0.819
S -1.328 0.871 0.953
N 0.923 -4.044 0.483
C -1.162 1.632 -0.691
C -1.917 2.929 -0.683
H 2.958 0.349 0.726
H -0.116 0.186 -1.588
N 1.512 -1.789 0.711
H 0.574 -4.592 1.242
H -2.434 2.884 0.185
H -0.575 1.676 -2.560
```

The energy relative to the best compared isomer or geometry (same formula, charge and spin) is 61.39 kJ/mol. As for the spin multiplicity: 1. The frontier orbital gap is 8.477 eV. The LUMO energy comes out at 0.765 eV. For the total energy, the calculation gives -32507.6727 eV. Its structure (SMILES) is C=C(C)Sc1sc(N)nc1N.